55
Properties=species:S:1:pos:R:3:nbo_charge:R:1 method="wB97M-V/def2-TZVPD" gap_ev=7.872 e_lumo_ev=-0.29 e_homo_ev=-8.16 charge=0
C 6.253 2.114 2.043 -0.623
C 6.311 1.951 0.556 -0.083
C 7.365 2.440 -0.194 -0.184
C 7.402 2.282 -1.571 -0.234
C 6.370 1.625 -2.208 -0.202
C 5.301 1.124 -1.480 -0.309
C 5.267 1.284 -0.103 0.369
O 4.261 0.826 0.709 -0.521
C 3.168 0.164 0.124 -0.069
C 2.214 -0.210 1.268 -0.219
N 1.081 -0.943 0.783 -0.325
C -0.118 -0.407 0.464 0.071
C -0.970 -1.376 -0.041 -0.225
C -2.311 -1.249 -0.485 0.002
C -3.088 -0.134 -0.532 -0.330
C -2.662 1.136 -0.124 0.282
N -2.352 2.196 0.200 -0.345
C -4.482 -0.274 -1.048 0.679
O -4.933 -1.344 -1.407 -0.637
N -5.182 0.884 -1.109 -0.600
C -6.577 0.915 -1.501 -0.276
C -7.469 1.161 -0.328 0.253
C -7.902 0.333 0.665 -0.296
C -8.684 1.132 1.534 -0.312
C -8.664 2.385 1.007 0.084
O -7.929 2.415 -0.117 -0.400
C -0.212 -2.602 -0.035 0.010
C -0.498 -3.910 -0.413 -0.201
C 0.487 -4.864 -0.271 -0.224
C 1.745 -4.540 0.239 -0.210
C 2.053 -3.251 0.622 -0.233
C 1.064 -2.286 0.480 0.108
H 5.348 2.649 2.326 0.222
H 6.218 1.138 2.526 0.221
H 7.119 2.660 2.407 0.214
H 8.171 2.955 0.309 0.209
H 8.233 2.671 -2.138 0.214
H 6.385 1.494 -3.280 0.214
H 4.505 0.614 -1.999 0.216
H 3.493 -0.746 -0.400 0.180
H 2.648 0.816 -0.592 0.181
H 1.871 0.703 1.759 0.223
H 2.758 -0.813 1.999 0.217
H -0.310 0.637 0.623 0.235
H -2.791 -2.154 -0.838 0.244
H -4.782 1.729 -0.730 0.409
H -6.793 -0.062 -1.940 0.256
H -6.728 1.704 -2.244 0.218
H -7.690 -0.713 0.757 0.233
H -9.188 0.814 2.423 0.228
H -9.116 3.304 1.321 0.203
H -1.468 -4.172 -0.807 0.216
H 0.287 -5.885 -0.559 0.216
H 2.491 -5.314 0.335 0.216
H 3.028 -3.008 1.016 0.216

112
Properties=species:S:1:pos:R:3:mulliken_spin:R:1 method="wB97M-V/def2-TZVPD" gap_ev="5.912 / 6.013" e_lumo_ev="-0.73 / -0.72" multiplicity=2 e_homo_ev="-6.64 / -6.74" s2=0.753 charge=0
Ti 0.796 -0.712 -0.616 0.914
C -2.675 -3.088 -0.045 -0.002
C -1.193 -3.140 -0.432 -0.004
O -0.560 -4.177 -0.598 -0.002
O -0.591 -1.907 -0.559 0.007
H -3.365 -3.304 -0.854 0.000
H -2.937 -2.115 0.342 0.001
H -2.942 -3.807 0.754 0.000
Se -1.096 1.228 -1.265 0.012
C -1.998 1.226 -2.990 0.005
C -3.049 2.116 -3.231 -0.002
C -3.748 2.023 -4.448 0.000
N -3.389 1.180 -5.410 0.001
C -2.332 0.371 -5.218 -0.002
C -1.626 0.363 -4.040 0.013
H -3.296 2.883 -2.515 0.000
H -4.651 2.600 -4.666 0.000
H -2.120 -0.298 -6.024 0.000
H -0.779 -0.347 -3.884 -0.002
C 2.137 3.235 0.051 0.002
S 2.726 1.660 -0.603 0.002
C 4.281 1.365 0.273 0.003
O 1.734 0.779 0.285 0.007
H 2.941 3.988 0.026 0.000
H 1.835 3.031 1.058 -0.001
H 1.292 3.536 -0.605 0.000
H 4.315 2.081 1.119 0.000
H 5.123 1.558 -0.439 0.000
H 4.345 0.331 0.660 -0.002
Br 5.791 -2.338 1.027 0.001
C 3.994 -2.288 1.553 0.004
C 3.467 -2.301 2.849 0.001
C 2.090 -2.120 3.035 0.001
C 1.311 -1.957 1.907 -0.007
N 1.810 -2.001 0.665 0.014
C 3.147 -2.211 0.451 0.002
H 4.131 -2.482 3.701 0.000
H 1.625 -2.129 4.032 0.000
H 0.233 -1.865 2.005 -0.011
H 3.514 -2.226 -0.569 0.009
C 4.596 -2.013 -5.421 0.000
C 4.691 -1.861 -3.917 0.000
C 4.975 -0.445 -3.413 0.000
C 5.688 -2.842 -3.302 -0.001
O 3.425 -2.327 -3.363 -0.001
P 2.063 -1.455 -3.673 0.000
O 2.117 -0.171 -4.425 0.001
O 1.543 -1.302 -2.203 0.028
O 1.118 -2.480 -4.438 0.000
C 0.624 -3.915 -4.372 -0.001
C -0.885 -3.731 -4.335 0.000
C 1.063 -4.529 -5.702 0.000
C 1.271 -4.655 -3.192 0.002
H 5.586 -1.786 -5.825 0.000
H 3.890 -1.294 -5.832 0.000
H 4.332 -3.035 -5.728 0.000
H 5.818 -0.034 -4.001 0.000
H 5.208 -0.460 -2.350 0.000
H 4.087 0.186 -3.536 -0.001
H 6.727 -2.624 -3.636 0.000
H 5.483 -3.876 -3.582 0.000
H 5.642 -2.726 -2.223 0.000
H -1.232 -3.173 -5.200 0.000
H -1.166 -3.214 -3.417 0.000
H -1.415 -4.690 -4.392 0.000
H 0.638 -3.973 -6.546 0.000
H 0.690 -5.552 -5.773 0.000
H 2.138 -4.510 -5.742 0.000
H 0.723 -4.423 -2.290 -0.001
H 2.325 -4.323 -3.126 0.000
H 1.157 -5.701 -3.430 0.000
C -1.853 4.145 1.415 -0.002
C -2.939 3.428 2.228 0.002
C -3.856 2.774 1.197 -0.002
C -3.773 4.470 3.025 0.000
Si -2.162 2.188 3.472 0.002
Br -0.555 1.180 2.290 0.005
C -3.410 0.763 3.896 0.000
C -2.812 -0.178 4.977 0.000
C -3.590 -0.169 2.722 0.000
C -4.738 1.350 4.373 0.000
C -1.084 2.976 4.913 0.000
C -0.134 1.905 5.460 0.000
C -2.086 3.376 5.996 0.000
C -0.252 4.148 4.415 -0.001
H -2.397 4.857 0.750 0.000
H -1.281 3.433 0.788 0.002
H -1.158 4.789 1.973 0.000
H -4.238 3.614 0.597 0.000
H -4.718 2.322 1.694 0.000
H -3.324 2.010 0.561 0.001
H -4.346 5.116 2.360 0.000
H -3.111 5.143 3.601 0.000
H -4.486 4.015 3.710 0.000
H -1.891 -0.624 4.655 0.000
H -3.566 -0.963 5.214 0.000
H -2.603 0.341 5.921 0.000
H -2.630 -0.585 2.430 0.000
H -4.086 0.244 1.843 0.000
H -4.203 -0.994 3.076 0.000
H -4.681 1.836 5.378 0.000
H -5.465 0.551 4.521 0.000
H -5.172 2.086 3.661 0.000
H -0.567 0.939 5.674 0.000
H 0.354 2.280 6.363 0.000
H 0.640 1.761 4.698 0.000
H -2.600 2.461 6.371 0.000
H -2.762 4.147 5.622 0.000
H -1.549 3.748 6.869 0.000
H 0.393 3.857 3.585 0.000
H 0.393 4.475 5.221 0.000
H -0.911 4.984 4.089 0.000

109
Properties=species:S:1:pos:R:3:mulliken_spin:R:1 method="wB97M-V/def2-TZVPD" gap_ev="7.106 / 4.710" e_lumo_ev="-2.10 / -4.79" multiplicity=5 e_homo_ev="-9.21 / -9.50" s2=6.045 charge=+1
Pt -0.130 -0.298 -0.392 1.021
C -1.141 2.742 -1.358 0.020
P 0.520 2.125 -0.745 0.255
C 0.977 3.405 0.458 0.049
C 2.320 3.633 0.759 0.023
C 2.674 4.638 1.639 -0.012
C 1.700 5.398 2.265 0.021
C 0.363 5.129 2.024 -0.011
C -0.001 4.141 1.128 0.016
C 1.703 2.310 -2.108 -0.055
C 2.464 3.452 -2.340 0.011
C 3.398 3.453 -3.360 -0.002
C 3.571 2.333 -4.157 0.010
C 2.810 1.196 -3.932 0.010
C 1.885 1.184 -2.907 0.100
C -2.121 2.147 -0.407 -0.002
C -3.261 2.624 0.254 0.017
C -3.604 1.670 1.213 -0.001
C -2.664 0.640 1.111 -0.025
C -2.349 -0.553 1.941 0.083
P -0.486 -0.533 2.155 0.161
C 0.139 -2.182 2.549 0.101
C 1.448 -2.220 3.037 0.045
C 2.113 -3.422 3.166 -0.005
C 1.480 -4.603 2.802 0.022
C 0.180 -4.573 2.324 -0.004
C -0.491 -3.369 2.188 0.018
C -0.367 0.396 3.721 0.063
C -0.342 -0.241 4.959 0.019
C -0.371 0.515 6.116 -0.002
C -0.421 1.898 6.052 0.010
C -0.427 2.532 4.821 -0.004
C -0.397 1.785 3.658 0.020
N -1.806 0.948 0.117 0.215
H -1.266 2.358 -2.373 0.008
H -1.188 3.832 -1.384 0.005
H 3.092 3.039 0.296 0.008
H 3.719 4.834 1.830 0.000
H 1.980 6.188 2.947 0.001
H -0.405 5.701 2.523 -0.001
H -1.048 3.947 0.948 0.004
H 2.336 4.327 -1.721 0.002
H 4.006 4.328 -3.527 0.000
H 4.302 2.348 -4.951 0.000
H 2.952 0.317 -4.542 0.001
H 1.299 0.287 -2.696 0.041
H -3.759 3.553 0.058 0.002
H -4.427 1.705 1.899 0.002
H -2.584 -1.466 1.394 -0.011
H -2.871 -0.544 2.899 0.001
H 1.936 -1.293 3.308 -0.001
H 3.127 -3.441 3.536 0.000
H 2.000 -5.544 2.896 0.001
H -0.313 -5.493 2.047 0.000
H -1.502 -3.358 1.810 0.001
H -0.302 -1.320 5.015 0.003
H -0.354 0.020 7.076 0.001
H -0.449 2.479 6.962 0.001
H -0.449 3.609 4.766 0.001
H -0.387 2.271 2.693 0.011
C -5.063 -3.932 -0.496 0.002
C -4.236 -2.802 0.125 -0.032
C -4.426 -1.521 -0.643 0.062
C -5.631 -0.844 -0.539 -0.031
C -5.894 0.279 -1.304 0.052
C -4.964 0.700 -2.242 -0.034
C -3.743 0.064 -2.363 0.044
C -2.782 0.445 -3.451 -0.033
C -3.043 -0.383 -4.714 0.008
C -3.439 -1.023 -1.520 -0.005
N -2.151 -1.498 -1.498 0.528
C -1.721 -2.632 -1.976 0.111
C -0.398 -3.021 -1.741 0.318
C 0.254 -4.246 -2.106 -0.098
C 1.474 -4.251 -1.542 0.185
C 1.643 -2.971 -0.777 -0.051
N 0.433 -2.245 -1.003 0.383
H -4.853 -4.869 0.012 -0.001
H -4.824 -4.050 -1.550 0.000
H -6.124 -3.721 -0.410 0.001
H -3.184 -3.100 0.127 0.026
H -4.561 -2.661 1.160 0.003
H -6.373 -1.203 0.160 0.002
H -6.831 0.804 -1.197 0.001
H -5.185 1.545 -2.876 0.002
H -1.753 0.262 -3.119 0.033
H -2.905 1.502 -3.695 0.001
H -2.851 -1.437 -4.531 0.003
H -2.391 -0.049 -5.518 0.000
H -4.076 -0.272 -5.032 0.001
H -2.366 -3.276 -2.572 0.054
H -0.180 -5.011 -2.717 -0.007
H 2.254 -4.982 -1.597 0.000
H 1.788 -3.147 0.306 0.052
O 4.317 1.139 0.599 0.001
C 5.082 0.359 -0.174 0.006
C 6.432 0.679 -0.319 0.000
C 7.263 -0.117 -1.075 0.001
C 6.770 -1.252 -1.715 0.000
C 5.439 -1.574 -1.601 0.002
C 4.577 -0.785 -0.826 0.015
C 3.184 -1.172 -0.632 0.038
O 2.845 -2.308 -1.227 -0.004
O 2.397 -0.527 0.069 0.094
H 3.416 0.748 0.647 -0.001
H 6.805 1.551 0.191 0.000
H 8.305 0.144 -1.172 0.000
H 7.430 -1.880 -2.292 0.000
H 5.029 -2.443 -2.091 0.002

These records have energy relative to the best compared isomer or geometry (same formula, charge and spin) values of 217.0 0.0 161.3 kJ/mol, in the order they appear.